one.
An isolated ion of composition C22H37N2O5S and charge +1. Source: the OMol25 dataset; level of theory: ωB97M-V with the def2-TZVPD basis set.

Frontier orbital gap: 9.24 eV
M: 441.6 g mol⁻¹
HOMO energy: -0.408 Ha

ORCA input file:
```
! RIJCOSX wB97M-V def2-TZVPD def2/J DEFGRID3
* xyz 1 1
C -3.30 1.03 -4.57
H -2.28 0.68 -4.45
H -3.85 0.80 -3.66
C -3.34 2.52 -4.86
C -2.78 3.37 -3.71
C -1.28 3.21 -3.50
H -0.75 3.07 -4.44
H -0.86 4.04 -2.95
S -0.86 1.77 -2.49
O -1.97 1.39 -1.63
O -0.28 0.71 -3.26
N 0.33 2.38 -1.47
H 0.09 2.27 -0.49
C 1.68 1.93 -1.76
C 1.74 0.41 -1.80
O 1.07 -0.31 -1.09
O 2.64 -0.03 -2.64
H 2.68 -1.00 -2.68
C 2.67 2.46 -0.70
C 2.51 1.77 0.62
C 3.30 0.68 0.96
C 3.11 -0.02 2.13
C 2.10 0.36 3.02
C 1.34 1.49 2.71
C 1.54 2.19 1.54
H 0.96 3.08 1.35
H 0.59 1.81 3.42
O 1.76 -0.29 4.16
C 2.41 -1.50 4.52
H 2.12 -1.67 5.55
H 3.50 -1.37 4.48
C 1.99 -2.68 3.64
H 2.69 -3.50 3.81
H 2.08 -2.38 2.60
C 0.55 -3.17 3.91
C -0.13 -3.70 2.65
H -0.75 -4.56 2.91
H 0.64 -4.06 1.96
C -1.03 -2.69 1.92
H -1.97 -2.61 2.48
C -0.42 -1.29 1.84
C -1.34 -0.35 1.09
N -1.52 -0.86 -0.28
H -1.99 -0.14 -0.87
C -2.19 -2.17 -0.27
C -1.34 -3.17 0.50
H -0.39 -3.32 -0.03
H -1.85 -4.13 0.54
H -2.33 -2.51 -1.30
H -3.17 -2.06 0.20
H -0.56 -0.94 -0.68
H -2.32 -0.28 1.57
H -0.91 0.65 1.04
H -0.24 -0.89 2.83
H 0.54 -1.33 1.31
H 0.60 -3.96 4.66
H -0.04 -2.36 4.35
H 3.76 -0.85 2.35
H 4.08 0.37 0.28
H 2.50 3.54 -0.60
H 3.68 2.30 -1.08
H 1.95 2.30 -2.74
H -2.98 4.42 -3.92
H -3.28 3.11 -2.78
H -4.37 2.83 -5.03
H -2.78 2.74 -5.77
H -3.75 0.48 -5.39
*
```

---

two.
A 4-piece molecular cluster, C22H37N2O5S overall. Source: the OMol25 dataset; level of theory: ωB97M-V with the def2-TZVPD basis set.

Frontier orbital gap: 7.41 eV
M: 441.6 g mol⁻¹
HOMO energy: -0.415 Ha

ORCA input file:
```
! RIJCOSX wB97M-V def2-TZVPD def2/J DEFGRID3
* xyz 1 1
O -2.40 0.15 -1.76
O -1.48 -0.35 -0.79
C -1.52 -1.74 -0.93
C -1.56 -2.37 0.49
C -2.72 -3.38 0.53
C -4.17 -2.97 0.33
C -4.87 -2.88 1.69
C -4.27 -1.83 2.63
S -3.31 -2.53 4.01
N -2.11 -4.40 -0.38
C -0.84 -4.42 -0.25
C -0.41 -3.38 0.71
C 1.02 -2.91 0.53
C 1.33 -1.56 0.66
C 2.67 -1.20 0.55
C 3.58 -2.23 0.33
C 3.17 -3.55 0.20
N 1.89 -3.89 0.30
H -2.15 1.10 -1.84
H -0.66 -2.09 -1.52
H -2.41 -1.98 -1.51
H -1.62 -1.52 1.15
H -2.67 -3.88 1.50
H -4.69 -3.73 -0.25
H -4.25 -1.99 -0.14
H -5.93 -2.71 1.56
H -4.74 -3.85 2.17
H -5.07 -1.25 3.09
H -3.65 -1.11 2.11
H -2.09 -2.03 3.75
H -2.64 -4.98 -1.01
H -0.22 -5.09 -0.82
H -0.49 -3.74 1.74
H 0.59 -0.81 0.85
H 2.99 -0.17 0.62
H 4.63 -2.02 0.26
H 3.93 -4.30 0.04
C -1.08 4.20 -0.77
C -1.35 3.81 -2.20
O -1.89 2.76 -2.47
C -0.92 4.78 -3.26
H -1.43 3.42 -0.10
H -0.01 4.34 -0.62
H -1.59 5.13 -0.53
H 0.15 4.94 -3.20
H -1.42 5.73 -3.12
H -1.18 4.38 -4.24
C 4.24 -3.27 5.85
C 3.38 -2.51 4.86
O 3.11 -1.34 5.02
C 2.88 -3.28 3.67
H 4.54 -2.60 6.65
H 3.69 -4.11 6.26
H 5.14 -3.65 5.35
H 2.26 -4.12 3.99
H 3.72 -3.65 3.08
H 2.28 -2.62 3.04
C 3.14 8.36 -3.94
C 1.89 7.64 -4.38
O 1.17 7.08 -3.58
C 1.58 7.64 -5.85
H 3.25 8.29 -2.86
H 4.02 7.92 -4.42
H 3.08 9.41 -4.23
H 2.39 7.16 -6.41
H 1.46 8.66 -6.21
H 0.66 7.08 -6.03
*
```

---

Pick one: it beats the second-best structure by 0.2003 hartree.

---

one.
A 2-piece molecular cluster, C3H4FIO overall. Source: the OMol25 dataset; level of theory: ωB97M-V with the def2-TZVPD basis set.

Frontier orbital gap: 6.44 eV
M: 202.0 g mol⁻¹
HOMO energy: -0.337 Ha

ORCA input file:
```
! RIJCOSX wB97M-V def2-TZVPD def2/J DEFGRID3
* xyz 0 1
C 1.87 -0.72 0.66
C -0.53 -0.12 0.02
C 0.56 -1.04 0.25
O 2.66 -1.35 1.34
F 0.15 -2.24 0.42
I 2.05 -1.44 -2.38
H 1.96 0.35 0.43
H -1.43 -0.55 -0.55
H -0.16 0.83 -0.42
H -0.92 0.13 1.11
*
```

---

two.
One molecule with the formula C3H4FIO. Source: the OMol25 dataset; level of theory: ωB97M-V with the def2-TZVPD basis set.

Frontier orbital gap (alpha / beta): 6.51 / 9.07 eV
M: 202.0 g mol⁻¹
HOMO energy (alpha / beta): -0.272 / -0.329 Ha

ORCA input file:
```
! RIJCOSX wB97M-V def2-TZVPD def2/J DEFGRID3
* xyz 0 1
C 1.62 -0.21 0.72
C -0.19 0.48 -0.67
C -1.12 -0.19 0.28
O 1.21 0.59 -0.32
F -0.95 -1.52 0.46
I -3.20 0.17 -0.12
H 2.74 -0.24 0.88
H 0.80 -0.67 1.22
H -0.27 0.02 -1.58
H -0.65 1.57 -0.88
*
```

---

Pick one: it beats the second-best structure by 0.0899 hartree.

---

one.
A 9-piece molecular cluster, C5H29N2O9 overall. Source: the OMol25 dataset; level of theory: ωB97M-V with the def2-TZVPD basis set.

Frontier orbital gap: 10.38 eV
M: 261.3 g mol⁻¹
HOMO energy: -0.475 Ha

ORCA input file:
```
! RIJCOSX wB97M-V def2-TZVPD def2/J DEFGRID3
* xyz 1 1
C 0.84 -1.56 1.17
C 1.79 -1.33 0.01
C 1.21 -0.54 -1.18
C 0.17 -1.32 -1.99
C -1.19 -1.55 -1.37
N -1.82 -0.43 -0.93
O -1.57 -2.67 -1.07
N 2.98 -0.52 0.57
H 0.83 -0.68 1.80
H 1.23 -2.32 1.85
H -0.07 -2.07 0.86
H 2.22 -2.25 -0.38
H 0.77 0.34 -0.70
H 2.05 -0.15 -1.75
H 0.09 -0.81 -2.95
H 0.66 -2.27 -2.20
H -2.69 -0.53 -0.44
H -1.71 0.46 -1.40
H 2.89 0.12 1.37
H 3.68 -1.19 0.89
H 3.30 0.14 -0.16
H -2.29 1.93 0.31
H -3.78 2.29 0.56
O -3.20 1.64 0.16
H 3.50 2.40 -0.95
H 1.94 2.30 -0.66
O 2.83 1.92 -0.46
H -0.24 2.54 2.51
H -1.09 1.27 2.27
O -0.55 1.97 1.80
H -0.15 3.22 -1.45
H -0.14 2.67 0.00
O 0.40 3.14 -0.66
H 0.49 -5.06 -0.21
H -0.31 -3.84 -0.70
O 0.61 -4.16 -0.54
H -2.07 -0.55 1.72
H -3.04 0.62 2.09
O -2.32 0.08 2.40
H 3.17 0.44 3.73
H 1.69 0.82 3.78
O 2.39 0.55 3.17
H -3.11 2.47 -1.97
H -2.27 2.76 -3.24
O -2.23 2.44 -2.33
*
```

---

two.
A 9-piece molecular cluster, C5H29N2O9 overall. Source: the OMol25 dataset; level of theory: ωB97M-V with the def2-TZVPD basis set.

Frontier orbital gap: 9.89 eV
M: 261.3 g mol⁻¹
HOMO energy: -0.451 Ha

ORCA input file:
```
! RIJCOSX wB97M-V def2-TZVPD def2/J DEFGRID3
* xyz 1 1
C -0.64 0.38 2.03
N -0.68 -0.19 0.69
C -1.90 0.19 0.02
C -2.65 -1.04 -0.35
C -1.77 -1.81 -1.46
O -1.05 -2.77 -1.04
C 0.78 0.03 2.51
N 1.13 -1.46 2.56
H -1.44 -0.01 2.63
H -0.75 1.52 1.99
H 0.11 0.29 0.09
H -1.69 0.63 -0.95
H -2.54 0.78 0.58
H -3.62 -0.96 -0.92
H -2.82 -1.67 0.56
H -1.66 -1.53 -2.48
H 1.62 0.60 2.06
H 0.88 0.57 3.42
H 0.26 -1.96 2.49
H 1.65 -1.69 3.44
H 1.76 -1.75 1.79
H 2.85 -1.36 0.11
H 4.23 -1.20 0.78
O 3.31 -1.39 0.92
H 2.24 0.90 -3.23
H 0.98 1.07 -2.59
O 1.90 0.77 -2.31
H -2.72 3.16 -2.30
H -2.18 3.05 -0.71
O -2.48 2.59 -1.62
H -0.13 4.62 1.10
H 0.33 3.22 1.11
O -0.48 3.74 1.18
H -1.59 -3.08 1.48
H -0.34 -2.97 0.38
O -0.61 -2.97 1.41
H 2.05 1.84 -0.75
H 2.74 2.56 0.35
O 1.98 2.25 0.04
H 1.37 -4.16 -1.97
H 1.53 -2.77 -1.13
O 1.99 -3.33 -1.75
H -0.42 1.88 -4.15
H -1.02 2.02 -2.74
O -0.53 1.43 -3.29
*
```

---

Pick one: it beats the second-best structure by 0.1647 hartree.

---

one.
A 2-piece molecular cluster, H6O4Si2 overall. Source: the OMol25 dataset; level of theory: ωB97M-V with the def2-TZVPD basis set.

Frontier orbital gap: 9.36 eV
M: 126.2 g mol⁻¹
HOMO energy: -0.369 Ha

ORCA input file:
```
! RIJCOSX wB97M-V def2-TZVPD def2/J DEFGRID3
* xyz 0 1
O 1.98 0.35 -0.53
O -3.48 -0.85 0.16
O -2.92 1.58 0.12
O -0.79 0.08 -0.34
Si 3.08 -0.58 0.15
Si -2.27 0.16 -0.13
H 1.01 0.05 -0.60
H -4.34 -0.59 -0.27
H -2.91 2.51 0.27
H 2.85 -0.35 1.60
H 4.47 -0.24 -0.46
H 3.31 -2.10 0.02
*
```

---

two.
A 2-piece molecular cluster, H6O4Si2 overall. Source: the OMol25 dataset; level of theory: ωB97M-V with the def2-TZVPD basis set.

Frontier orbital gap: 10.48 eV
M: 126.2 g mol⁻¹
HOMO energy: -0.390 Ha

ORCA input file:
```
! RIJCOSX wB97M-V def2-TZVPD def2/J DEFGRID3
* xyz 0 1
O 2.94 -0.19 1.43
O 2.21 -1.24 -1.13
O 2.10 1.41 -0.41
O -0.25 -1.35 0.43
Si -1.50 -0.40 -0.09
Si 2.43 -0.15 -0.11
H 2.38 0.14 2.09
H 0.05 -2.12 0.06
H 2.53 1.76 -1.23
H -2.38 -0.65 -1.21
H -1.04 0.92 -0.15
H -2.32 -0.56 1.14
*
```

---

Pick two: it beats the second-best structure by 0.0061 hartree.

---

one.
An isolated ion of composition C9H15N2 and charge +1. Source: the OMol25 dataset; level of theory: ωB97M-V with the def2-TZVPD basis set.

Frontier orbital gap: 7.98 eV
M: 151.2 g mol⁻¹
HOMO energy: -0.437 Ha

ORCA input file:
```
! RIJCOSX wB97M-V def2-TZVPD def2/J DEFGRID3
* xyz 1 1
C 0.94 0.75 0.93
C -2.51 1.19 0.51
C 2.35 0.85 1.05
C 2.88 0.38 -0.28
C 1.67 -0.34 -0.82
C -0.71 0.29 -0.78
C -1.72 -0.83 -0.51
C -1.45 1.49 -0.25
C -1.22 -2.17 -0.04
N 0.58 0.23 -0.17
N -2.61 -0.19 0.54
H 2.66 1.77 1.46
H 2.60 0.31 1.96
H 2.95 1.44 -0.59
H 3.93 -0.15 -0.22
H 1.69 -0.19 -2.01
H 1.73 -1.40 -0.68
H -0.52 0.19 -1.86
H -2.37 -0.84 -1.31
H 0.19 1.10 1.63
H -2.98 1.92 1.07
H -1.09 2.50 -0.27
H -1.86 -3.06 -0.30
H -1.25 -2.07 0.98
H -0.36 -2.49 -0.62
H -3.51 -0.67 0.57
*
```

---

two.
C9H15N2 as an isolated structure. Source: the OMol25 dataset; level of theory: ωB97M-V with the def2-TZVPD basis set.

Frontier orbital gap (alpha / beta): 7.01 / 7.01 eV
M: 151.2 g mol⁻¹
HOMO energy (alpha / beta): -0.478 / -0.478 Ha

ORCA input file:
```
! RIJCOSX wB97M-V def2-TZVPD def2/J DEFGRID3
* xyz 1 1
C -1.00 1.09 0.32
C -0.81 2.02 1.27
C -3.05 -0.34 0.32
C -1.93 -1.41 0.03
C 2.23 -1.47 1.38
C -2.20 0.67 -0.46
C -1.35 -0.60 -1.06
C 2.24 1.17 -1.14
C 2.75 -0.25 -0.59
N 1.88 -0.77 0.38
N -0.37 0.31 -0.57
H 0.09 1.99 1.95
H -1.69 2.66 1.46
H -3.97 -0.58 -0.33
H -3.15 -0.11 1.43
H -1.14 -1.66 0.86
H -2.40 -2.42 -0.20
H 3.23 -1.80 1.58
H 1.56 -1.94 2.01
H -2.54 1.24 -1.33
H -1.27 -0.78 -2.04
H 3.10 1.81 -0.82
H 2.12 1.04 -2.23
H 1.27 1.16 -0.64
H 2.66 -0.99 -1.35
H 3.72 -0.05 -0.23
*
```

---

Pick one: it beats the second-best structure by 0.1885 hartree.